Record 1
# C52H41BaN2O7P2S2

C52H41BaN2O7P2S2 as an isolated structure (the ωB97M-V functional and the def2-TZVPD basis, OMol25).

Structure (XYZ):
```
107
C52H41BaN2O7P2S2, DFT the ωB97M-V functional and the def2-TZVPD basis
H 3.733 -2.221 4.709
C 5.442 -0.525 -2.216
H -0.618 -6.486 -1.856
C 1.864 -4.086 -0.163
H -0.649 -1.831 -5.102
P 1.008 -1.836 -1.701
C 2.470 0.659 4.418
H -2.514 2.432 -6.082
H 2.478 -5.779 1.012
O -4.296 3.468 1.428
C 2.762 -1.383 -1.860
C 4.943 -3.750 3.828
H -0.792 8.950 -1.638
C 3.383 -3.411 1.575
O -0.992 3.682 2.373
H 0.980 -4.163 2.335
C -1.367 1.058 -4.964
C 0.941 -6.289 -0.394
C 4.431 0.396 -1.984
C -1.552 7.495 -0.246
H 4.658 1.455 -1.937
C 0.115 -3.516 2.343
C 3.912 -2.818 3.825
H 2.359 0.729 -1.651
C -0.879 -1.352 2.571
H -0.709 0.779 -5.779
C -2.142 -1.909 2.436
H -1.794 9.633 -0.350
C 1.839 -5.420 0.217
O 2.646 -3.140 0.464
H 0.809 -1.137 7.397
H -2.822 8.167 1.349
H 5.882 -2.609 -2.479
H -0.782 -0.299 2.768
H 4.626 -4.873 0.644
C -2.277 -3.277 2.216
H -0.479 -4.124 -2.568
C 1.865 -0.579 4.220
C 1.265 -1.217 5.305
C -4.289 3.146 -4.141
H 1.900 1.058 7.731
C -1.991 -0.960 -3.676
C -3.119 -1.184 -2.898
C -3.799 -2.397 -2.966
C -1.105 6.387 -0.959
H -1.235 -5.144 2.019
C -2.458 7.309 0.796
H 6.467 -0.200 -2.349
C 0.270 -2.145 2.502
H -5.028 3.707 -0.905
N -2.736 2.350 -0.306
C -4.491 3.341 -1.771
C -1.217 0.360 -3.630
C -2.340 1.951 -5.124
H -0.168 0.067 -3.505
C -1.551 -1.980 -4.519
H 3.569 -3.347 -2.200
H -3.260 -3.712 2.083
O 1.356 3.858 2.644
H 6.019 -5.209 2.680
C -2.905 6.043 1.129
C -3.156 2.355 -3.990
H -3.468 -0.404 -2.233
Ba -0.408 0.675 -0.215
C 4.426 -4.323 1.555
H 5.548 -3.881 4.717
N -1.595 1.201 -2.499
H 2.952 2.215 5.811
H -1.861 -3.970 -5.246
H -5.884 4.209 -3.162
H 2.904 1.181 3.574
S -3.011 3.347 0.801
C 5.203 -4.498 2.691
H -4.677 -2.553 -2.351
C -1.049 8.872 -0.582
H -3.019 -1.276 2.502
C 1.057 -3.586 -1.195
C 1.896 0.598 6.751
H -0.150 9.099 -0.005
C 3.124 -0.030 -1.809
O 0.494 3.135 0.456
C -1.147 -4.077 2.183
C 3.800 -2.290 -2.125
C -4.983 3.622 -3.045
S 0.473 3.016 1.910
C 0.167 -4.491 -1.778
H -3.885 -4.346 -3.862
C -3.359 -3.400 -3.813
C 5.109 -1.873 -2.288
H 0.913 -7.328 -0.087
P 1.886 -1.271 2.520
O -2.030 2.776 1.996
O 0.362 1.624 2.301
C 2.490 1.245 5.678
C -2.664 2.003 -2.701
C 1.281 -0.634 6.563
H -1.182 4.250 -1.187
H -0.412 6.521 -1.780
C -2.425 4.955 0.413
C 0.091 -5.819 -1.380
H -3.620 5.890 1.925
C -1.530 5.111 -0.634
H 0.779 -2.174 5.161
C -2.227 -3.186 -4.593
C -3.340 2.592 -1.596
H -4.623 3.385 -5.147
C 3.113 -2.632 2.700
```

For the LUMO energy, the calculation gives 2.226 eV. As for the HOMO energy: -0.1263 Eh. Its relative energy (zero: lowest compared OMol25 entry of this formula, charge and spin) is 507.5 kJ/mol. As for the net charge: -1.

***

Record 2
# C52H41F5N3OS2Sb2V

C52H41F5N3OS2Sb2V as an isolated structure at a distorted geometry (the ωB97M-V functional and the def2-TZVPD basis, OMol25).

Structure (XYZ):
```
107
C52H41F5N3OS2Sb2V, DFT the ωB97M-V functional and the def2-TZVPD basis
H -0.152 4.020 2.302
H 1.073 3.750 5.161
H -1.122 2.909 1.265
C 4.104 2.040 -0.522
H 1.606 -4.503 0.736
H 5.341 3.020 2.934
C 1.606 -0.952 -3.257
H -1.106 -0.103 4.785
O -2.224 2.943 -2.005
C 1.030 -1.245 -5.786
C 2.447 0.286 -5.376
C -2.974 -0.546 1.289
C 2.053 3.595 4.694
H -1.353 4.162 3.937
F -1.547 -2.709 -3.753
C -2.708 -4.461 3.096
C 3.116 4.424 5.015
H 5.971 3.001 0.049
H -5.159 0.036 -0.236
H 1.807 3.455 -1.358
H 5.930 -1.319 -0.361
H -2.022 0.026 1.358
H -0.724 -3.895 3.721
Sb 1.236 0.731 -0.733
C -3.398 -0.637 -4.201
H -4.798 -2.473 1.311
H -4.642 -4.832 2.183
C 2.506 1.576 -3.430
C 0.789 3.729 0.397
C 4.135 -0.324 -0.748
C -3.158 2.288 6.027
C -2.887 -1.881 2.026
H -2.733 -5.423 3.613
C -1.631 3.254 4.431
C -1.798 1.884 -1.689
Sb 0.523 1.526 2.757
C -5.264 -0.096 -3.091
H 2.185 -1.657 -2.601
H -3.086 0.180 6.233
N -3.121 -0.596 -0.145
C 3.021 1.349 -4.594
H -5.133 0.000 -5.369
C -3.998 -2.758 1.933
C -4.728 -0.244 -4.381
F -0.625 1.420 -4.032
H 3.624 2.969 -0.455
F -0.408 -3.079 -6.404
H 1.774 4.045 0.777
C -1.733 -2.288 2.673
C -0.549 -1.921 -4.283
C -1.068 1.947 4.217
H 3.703 -1.305 -0.856
C -1.547 -4.405 -0.333
H -1.225 -7.556 1.031
C -3.871 -4.076 2.426
H -2.962 -6.007 -0.160
C -2.642 3.384 5.383
C 2.152 2.635 3.655
H 3.688 2.063 -5.013
C 4.328 4.283 4.394
C -2.634 1.033 5.798
H -0.821 -1.599 2.741
H 2.985 5.188 5.798
C 1.486 0.580 -2.944
F 0.224 1.172 -6.243
S 0.253 -2.342 -0.668
C -4.249 -0.414 -2.181
C -0.981 -6.505 0.699
C 0.605 -4.776 0.505
C 6.164 0.865 -0.224
H 2.936 -1.873 -4.793
H 3.442 1.610 2.380
H -2.762 -1.105 -4.941
C 0.241 0.438 -3.957
C -1.667 -3.604 3.221
C -0.088 -2.126 -5.528
C 0.292 -6.056 0.924
C -1.875 -5.688 0.068
H -3.141 4.314 5.504
H 0.233 4.576 0.020
C -4.185 -0.293 -0.753
C 3.420 0.860 -0.746
H -3.950 2.328 6.710
H -6.264 0.193 -2.831
H 2.738 0.227 -6.423
N -3.144 -0.777 -2.880
F 1.504 -1.446 -7.037
C 2.153 -1.121 -4.730
H 5.165 4.970 4.607
C 4.433 3.289 3.437
H 0.195 2.942 -1.592
C 0.978 2.937 -0.853
V -1.517 -1.179 -1.686
C -0.012 -0.967 -3.370
C -0.086 3.239 1.608
H 0.977 -6.657 1.520
H 2.699 2.481 -2.813
C 3.358 2.517 3.064
C -0.325 -3.943 -0.099
C 0.878 0.284 -5.440
S -2.759 -3.388 -1.219
H 7.195 0.800 0.044
C 5.485 -0.327 -0.462
N -1.316 0.860 -1.329
C 5.470 2.060 -0.198
C -1.584 0.836 4.918
H -3.801 -0.048 1.739
```

For the LUMO energy (alpha / beta), the calculation gives 0.408 / 2.279 eV. As for the multiplicity: 2. As for the HOMO energy (alpha / beta): -0.1873 / -0.1927 Eh. Its relative energy (zero: lowest compared OMol25 entry of this formula, charge and spin) is 461.0 kJ/mol. As for the net charge: -1.

***

Record 3
# C52H42N2O3P3ReS4

C52H42N2O3P3ReS4 as an isolated structure at a distorted geometry (the ωB97M-V functional and the def2-TZVPD basis, OMol25).

Structure (XYZ):
```
107
C52H42N2O3P3ReS4, DFT the ωB97M-V functional and the def2-TZVPD basis
C 2.929 3.011 0.461
H -4.648 2.445 0.243
C -0.831 -0.113 4.157
H 0.987 -2.287 2.320
H 2.710 4.364 4.764
H 4.264 2.888 5.989
H 5.919 2.889 2.886
N -1.652 -1.320 0.619
C -0.590 5.054 -4.495
H -0.092 6.506 -5.985
C 3.700 -2.034 1.175
O 1.473 -2.848 -3.394
C -4.442 0.992 -5.020
C 0.356 -4.343 0.313
C 0.083 5.504 -5.618
S -0.640 2.041 1.702
C -0.190 -2.801 4.026
H 1.519 5.026 -7.132
C 4.615 -3.029 1.464
C -3.230 0.228 0.816
C 0.532 2.933 -4.673
C 2.741 3.306 4.543
H -1.846 -3.226 1.341
H 2.864 -0.464 3.733
H -6.244 3.608 1.729
H 4.769 5.024 2.449
C -3.412 0.250 -4.465
H -1.085 0.941 4.185
H -0.030 -1.594 -4.112
C -4.563 2.342 -4.732
C 0.349 -1.919 3.106
H -4.034 -0.538 3.215
P 2.873 0.342 -0.116
C 3.558 1.802 0.738
C -2.576 2.215 -3.394
H 5.139 0.817 1.806
S 0.169 2.010 -1.717
C 2.839 0.593 3.966
H 0.036 -4.790 1.244
P -1.282 3.192 -2.540
C 3.664 1.123 4.937
H 0.721 1.941 -4.291
C -2.470 0.858 -3.651
H 5.539 -0.176 -0.954
H -3.707 4.006 -3.679
P 0.801 0.703 2.080
C -3.631 2.953 -3.918
H -1.280 5.696 -3.964
H 2.093 3.022 -0.228
C 4.647 1.758 1.598
Re -0.661 0.238 -0.380
H 0.076 -3.848 3.985
C -4.538 0.365 2.907
C 1.053 -1.621 -3.965
C 3.616 2.478 5.227
N -2.766 -0.932 1.263
C -1.279 -2.562 0.694
H -1.481 -3.035 5.718
H -3.336 -0.808 -4.679
H 7.201 -1.944 -0.426
C -5.764 2.698 2.059
H 2.706 -2.056 1.594
C -4.272 0.870 1.637
C 6.220 -1.964 0.030
C 1.316 -4.948 -0.461
C 3.370 4.169 1.068
C 1.661 -4.394 -1.686
S 3.037 0.603 -2.041
H 2.874 5.107 0.862
C 0.984 4.672 -6.262
C -1.062 -2.344 4.999
C 1.095 -3.213 -2.143
H 1.555 -1.580 -4.932
C 4.046 -0.993 0.331
C -0.213 -3.128 -0.085
H 1.797 -5.859 -0.135
O -2.781 0.797 -0.226
H -6.683 2.733 3.993
C 5.080 2.923 2.204
H 1.919 2.740 -6.280
C -6.023 2.198 3.324
C -1.391 -0.999 5.058
H 1.364 -0.768 -3.358
C 4.438 4.123 1.950
H 4.348 0.478 5.471
H 6.598 -3.765 1.127
O -0.340 -1.382 -1.718
H 1.211 3.410 3.033
C -0.365 3.771 -4.023
H -1.660 0.280 -3.218
H 4.341 -3.837 2.130
C 0.175 -2.512 -1.314
C 5.878 -2.991 0.899
C 0.049 -0.568 3.180
C 1.909 2.782 3.572
C 1.209 3.389 -5.788
C 5.306 -0.972 -0.259
C -5.409 1.028 3.747
S -2.003 4.666 -1.482
H -5.606 0.636 4.737
H -5.377 2.920 -5.150
H 2.380 -4.876 -2.328
C -4.885 2.044 1.217
C 1.964 1.427 3.280
C 1.264 -0.038 0.534
H -5.156 0.518 -5.681
H -2.089 -0.642 5.804
```

For the LUMO energy (alpha / beta), the calculation gives 1.216 / 1.625 eV. As for the multiplicity: 2. As for the HOMO energy (alpha / beta): -0.1741 / -0.1677 Eh. Its relative energy (zero: lowest compared OMol25 entry of this formula, charge and spin) is 67.8 kJ/mol. As for the net charge: -1.

***

Record 4
# C52H43Cl3CoN7O3PS

C52H43Cl3CoN7O3PS as an isolated structure (the ωB97M-V functional and the def2-TZVPD basis, OMol25).

Structure (XYZ):
```
111
C52H43Cl3CoN7O3PS, DFT the ωB97M-V functional and the def2-TZVPD basis
C 2.191 -3.459 -4.631
C 3.724 1.211 2.499
C 2.383 -4.357 2.054
H -5.028 -3.646 0.664
H 1.510 -0.211 3.778
H -2.468 4.725 2.793
H -3.194 -2.032 1.005
C 2.427 -3.447 -0.180
C 4.316 0.181 4.473
N -1.677 -0.354 -2.818
N 2.082 -0.111 -1.000
H 0.648 -3.853 3.221
C -0.752 -3.463 -1.569
C -0.924 3.381 3.466
H -5.797 2.169 -2.591
H -2.041 2.251 0.535
C 0.584 -2.965 1.271
O 0.425 2.368 0.548
H 2.179 -4.417 -5.135
C -4.552 -3.184 -0.190
H -4.169 0.313 -2.412
C 2.002 1.225 -0.835
C -2.329 -0.060 1.956
H 1.729 -0.011 -3.374
Cl -4.286 4.902 4.980
H -4.503 -3.056 -3.581
C 3.002 -4.225 0.820
O -2.815 -1.463 -4.519
O 1.808 2.046 5.218
H -3.371 -0.035 1.680
H 1.223 2.195 3.245
H -2.895 3.170 6.754
N -0.416 0.036 3.006
C 0.591 0.303 4.043
H 3.717 -0.432 -4.783
P 0.311 -1.947 -1.329
C 1.224 -2.778 0.041
H 3.936 -4.740 0.622
C 2.268 -0.951 -3.225
H -1.447 -3.537 -0.737
H -3.619 4.171 0.526
C -3.272 -1.969 -2.253
H -0.139 -4.362 -1.556
C 0.416 2.575 -3.239
N -1.315 -0.241 1.022
C 0.853 1.817 4.202
H 5.160 0.004 -2.596
C 1.162 -3.731 2.274
H -0.370 3.427 2.532
C 0.486 2.725 -4.616
C 3.082 -1.235 -4.428
H -0.096 1.940 -6.530
C -2.535 -1.237 -3.350
H 0.226 -0.103 4.983
H 3.524 -1.526 -1.548
Co -1.470 -0.297 -0.952
H 1.038 3.558 -5.037
C -4.092 1.178 -1.762
H 3.319 1.985 1.850
H -2.237 0.275 4.149
C 1.327 -2.060 -2.837
C 0.633 1.704 -0.454
C 3.122 -0.577 -1.898
C -0.274 1.500 -2.680
C -4.275 -2.870 -2.540
C -4.929 -3.491 -1.490
C 1.334 -3.241 -3.541
H 4.361 -0.251 0.989
H 3.695 -2.591 -5.936
Cl -0.692 1.520 7.021
C -4.850 3.307 -1.021
H -5.717 -4.212 -1.679
C -4.999 2.216 -1.861
N -2.909 -1.671 -1.001
C 3.115 2.384 4.723
C -0.176 -0.170 1.701
C 2.963 2.152 -1.098
C -1.786 0.099 3.183
C -2.921 2.249 -0.101
C -0.421 2.584 4.493
H 2.892 -3.420 -1.153
C -3.537 -2.270 0.010
H -0.398 -2.534 1.444
H 3.051 3.282 4.103
H 0.824 -0.284 1.290
H 0.893 3.294 -2.586
H 5.000 2.339 -1.891
H 2.839 -4.957 2.835
C -2.101 4.101 3.598
C 3.740 1.285 3.929
H 2.804 3.199 -0.868
C -2.802 4.016 4.785
H -1.401 0.067 -5.555
N -0.413 1.284 -1.287
C -0.951 0.622 -3.533
H 3.706 2.612 5.604
C -1.159 2.524 5.676
H -5.541 4.139 -1.074
H -1.310 -3.424 -2.506
C 3.063 -2.426 -5.069
C -0.887 0.772 -4.919
Cl 4.514 -0.152 6.150
N -3.085 1.182 -0.889
C 4.268 0.379 -2.103
S 4.817 -0.948 3.294
H 0.685 -4.057 -3.251
C 4.261 0.058 2.023
C 4.176 1.657 -1.706
C -0.154 1.821 -5.455
C -3.787 3.327 -0.129
C -2.341 3.235 5.828
```

For the LUMO energy (alpha / beta), the calculation gives -0.325 / -0.410 eV. As for the multiplicity: 2. As for the HOMO energy (alpha / beta): -0.2096 / -0.2143 Eh. Its relative energy (zero: lowest compared OMol25 entry of this formula, charge and spin) is 292.1 kJ/mol. As for the net charge: 0.

***

Question: net charge of number 4 (C52H43Cl3CoN7O3PS)?
Answer: 0

***

Question: What is the formula in the fourth record?
Answer: C52H43Cl3CoN7O3PS

***

Question: Which of these has the highest net charge?
Answer: C52H43Cl3CoN7O3PS

***

Question: Number 1 is which compound?
Answer: C52H41BaN2O7P2S2